<A>
A structure of composition C2H3Cl2PS. Source: the OMol25 dataset; level of theory: wB97M-V/def2-TZVPD.

```
9
C2H3Cl2PS | the OMol25 dataset | wB97M-V/def2-TZVPD
C -1.7780 -0.2624 0.4586
C -0.7208 0.1099 -0.2600
P 2.6379 -0.1542 -0.7603
S 1.9968 1.6994 -0.8779
Cl 2.3985 -0.5219 1.2583
Cl 0.0937 -1.0392 -1.2316
H -2.4284 0.3136 1.2335
H -1.9926 -1.2644 0.4262
H -0.2071 1.1192 -0.2467
```

## Properties
* LUMO level: -1.21 eV
* molar mass: 160.993 g mol⁻¹
* charge: 0
* HOMO-LUMO gap: 8.1 eV
* HOMO: -9.26 eV

Löwdin population analysis, charges in e, atoms 1 to 5: -0.065, -0.672, -0.007, 0.044, 0.036

---

<B>
A structure of composition C2H3Cl2PS. Source: the OMol25 dataset; level of theory: wB97M-V/def2-TZVPD.

```
9
C2H3Cl2PS | the OMol25 dataset | wB97M-V/def2-TZVPD
C -0.1883 0.6374 1.4271
C -1.2504 0.2042 0.8248
P 1.3165 -1.2480 -1.4973
S 0.8093 -1.6826 -3.3607
Cl 2.0762 0.6652 -1.4086
Cl -1.0519 -0.9527 -0.4324
H -0.2844 1.4220 2.1537
H 0.7394 0.3573 1.0285
H -2.1666 0.5971 1.2649
```

## Properties
* LUMO level: -0.98 eV
* molar mass: 160.993 g mol⁻¹
* charge: 0
* HOMO-LUMO gap: 8.1 eV
* HOMO: -9.09 eV

Löwdin population analysis, charges in e, atoms 1 to 5: -0.089, -0.595, -0.112, 0.008, 0.063

---

Question: which arrangement is favored energetically? Ranking from most to least stable: <A>, <B>.

---

<A>
A cluster of 3 separate species, C5H17NO2 in total. Source: the OMol25 dataset; level of theory: wB97M-V/def2-TZVPD.

```
25
C5H17NO2 | the OMol25 dataset | wB97M-V/def2-TZVPD
C -0.2251 -2.4904 -1.3030
C 0.6381 -1.2410 -1.1517
N -0.1558 -0.1379 -0.6200
C 0.7903 2.0227 -1.6142
C 0.5989 1.0874 -0.3777
C -0.1719 1.9695 0.6140
H 0.1256 -3.1552 -2.0967
H -0.2034 -3.0628 -0.3790
H -1.2459 -2.2671 -1.6201
H 0.9780 -0.9877 -2.1838
H 1.5503 -1.4360 -0.5955
H -0.9056 0.0304 -1.2798
H 1.8200 2.3497 -1.7326
H 0.1305 2.8879 -1.6242
H 0.6248 1.4227 -2.5168
H 1.5455 0.6982 0.0140
H 0.2197 2.9960 0.6209
H -0.2497 1.7394 1.6740
H -1.2093 2.0693 0.2737
H -2.8541 -1.2538 0.9535
H -1.4665 -0.3462 1.0687
O -2.4294 -0.4567 1.2241
H 0.4957 -0.3620 2.0693
H 1.7370 0.1585 2.8469
O 1.1701 -0.5839 2.7317
```

## Properties
* LUMO level: 0.85 eV
* molar mass: 123.196 g mol⁻¹
* charge: 0
* SMILES string: CCNC(C)C.O.O
* HOMO-LUMO gap: 10.1 eV
* HOMO: -9.22 eV

Löwdin population analysis, charges in e, atoms 1 to 5: -0.092, -0.280, -0.088, -0.054, -0.432

---

<B>
A cluster of 3 separate species, C5H17NO2 in total. Source: the OMol25 dataset; level of theory: wB97M-V/def2-TZVPD.

```
25
C5H17NO2 | the OMol25 dataset | wB97M-V/def2-TZVPD
C 1.2788 1.1300 0.8965
C 0.0430 1.0561 -0.0497
C -0.1407 2.2299 -1.0144
C -1.6164 2.4173 -1.4269
C 0.7815 2.0895 -2.2558
N -0.2202 -0.2975 -0.6842
H 1.4848 2.1495 1.2590
H 0.9502 0.6661 1.8540
H 2.1083 0.7420 0.2563
H -0.8436 1.1256 0.5855
H 0.0498 3.1434 -0.4044
H -1.9063 1.7420 -2.2418
H -1.9127 3.4611 -1.7432
H -2.1661 2.1029 -0.5419
H 1.7907 2.0551 -1.9368
H 0.5775 1.3428 -2.9900
H 0.5531 3.0447 -2.8410
H -0.4116 -0.1105 -1.6661
H 0.6384 -0.8208 -0.6675
H 1.2324 -3.8092 3.0696
H 1.0270 -4.9792 4.0587
O 1.5253 -4.1664 3.9439
H -0.8049 -2.6618 -0.2872
H -1.9784 -2.3344 0.5258
O -1.6470 -3.0552 -0.0226
```

## Properties
* LUMO level: 0.59 eV
* molar mass: 123.196 g mol⁻¹
* charge: 0
* SMILES string: CC(C)[C@H](C)N.O.O
* HOMO-LUMO gap: 10.3 eV
* HOMO: -9.71 eV

Löwdin population analysis, charges in e, atoms 1 to 5: -0.051, -0.433, -0.407, -0.082, -0.069

---

Question: which arrangement is favored energetically? Ranking from most to least stable: <A>, <B>.

---

<A>
A structure of composition C34H44ClN3O2RhS4. Source: the OMol25 dataset; level of theory: wB97M-V/def2-TZVPD.

```
89
C34H44ClN3O2RhS4 | the OMol25 dataset | wB97M-V/def2-TZVPD
Rh -0.5093 -0.2683 0.3056
C 1.2847 2.2552 1.3815
C 2.2154 1.0770 1.1435
S 1.6358 0.0125 -0.2147
C 1.7294 1.1759 -1.6376
C 0.4930 1.0777 -2.5095
S -1.0359 1.0587 -1.5242
C -1.0854 2.7687 -0.8706
C -1.4408 2.7876 0.6011
S -0.4303 1.6525 1.5973
H 1.5577 2.7704 2.3026
H 1.3110 2.9837 0.5743
H 3.2316 1.3942 0.9012
H 2.2685 0.4117 2.0068
H 1.8792 2.1819 -1.2533
H 2.6278 0.8791 -2.1815
H 0.4241 1.9155 -3.2042
H 0.4770 0.1538 -3.0902
H -0.1241 3.2410 -1.0660
H -1.8436 3.2942 -1.4516
H -1.3384 3.7898 1.0216
H -2.4669 2.4584 0.7839
O -0.6385 -2.0591 -0.6783
S -0.8793 -2.2475 -2.2239
C 0.7289 -2.5600 -2.8898
C 1.7283 -3.1693 -2.1402
C 2.9476 -3.4247 -2.7489
C 3.1480 -3.0857 -4.0830
C 2.1380 -2.4799 -4.8197
C 0.9172 -2.2061 -4.2213
C -1.7154 -3.7906 -2.3123
C -2.7614 -3.8673 -3.2204
C -3.4213 -5.0802 -3.3698
C -3.0351 -6.1740 -2.6098
C -1.9876 -6.0753 -1.6956
C -1.3112 -4.8799 -1.5434
H 1.5605 -3.4354 -1.1030
H 3.7401 -3.9024 -2.1886
H 4.0979 -3.3034 -4.5529
H 2.2962 -2.2305 -5.8599
H 0.1134 -1.7618 -4.7971
H -3.0614 -3.0014 -3.7983
H -4.2363 -5.1655 -4.0751
H -3.5499 -7.1178 -2.7298
H -1.6922 -6.9411 -1.1175
H -0.4775 -4.8003 -0.8564
C -4.8137 -4.7468 5.9816
C -3.3467 -4.9048 5.5561
C -3.0209 -6.4015 5.4847
C -2.4770 -4.2655 6.6494
C -3.0880 -4.2014 4.1925
O -3.3185 -2.7998 4.3057
C -3.9806 -4.7626 3.0923
C -3.8634 -4.1272 1.7048
C -4.0524 -2.6268 1.6062
C -5.0867 -1.9272 2.2272
C -5.1919 -0.5454 2.1225
C -4.2677 0.1569 1.3608
Cl -4.3775 1.8871 1.2188
C -3.2696 -0.5224 0.6721
C -3.1771 -1.9031 0.8047
C -1.5795 -4.3360 3.8483
N -1.0761 -3.0750 3.3003
C -0.9124 -2.7113 2.0547
N -0.5639 -1.4205 2.0173
C -0.4822 -1.0737 3.3528
N -0.7741 -2.0602 4.1435
H -4.9351 -5.1735 6.9763
H -5.5116 -5.2718 5.3287
H -5.1289 -3.7011 6.0656
H -3.1562 -6.8426 6.4724
H -1.9823 -6.5870 5.1981
H -3.6732 -6.9449 4.8014
H -2.8560 -4.5643 7.6253
H -2.4924 -3.1761 6.6026
H -1.4375 -4.5989 6.6150
H -4.1490 -2.6677 4.7798
H -5.0129 -4.6818 3.4418
H -3.8140 -5.8349 2.9688
H -4.6192 -4.6316 1.0926
H -2.9131 -4.3824 1.2262
H -5.8177 -2.4584 2.8240
H -5.9902 -0.0141 2.6224
H -2.6172 0.0287 -0.0009
H -2.4477 -2.4382 0.2260
H -1.3710 -5.1462 3.1510
H -0.9938 -4.5009 4.7478
H -1.0889 -3.3370 1.2021
H -0.2204 -0.0980 3.7256
```

## Properties
* LUMO level: -10.32 eV
* molar mass: 793.372 g mol⁻¹
* charge: +3
* HOMO-LUMO gap: 5.7 eV
* HOMO: -15.99 eV

Löwdin population analysis, charges in e, atoms 1 to 5: 0.582, -0.398, -0.412, 0.969, -0.375

---

<B>
A structure of composition C34H44ClN3O2RhS4. Source: the OMol25 dataset; level of theory: wB97M-V/def2-TZVPD.

```
89
C34H44ClN3O2RhS4 | the OMol25 dataset | wB97M-V/def2-TZVPD
Rh -0.1188 0.5240 -0.0156
C -1.0741 -1.1425 2.6375
C -1.8670 -1.6429 1.4473
S -0.9152 -1.5422 -0.1015
C 0.4642 -2.7063 0.2557
C 1.7873 -2.1282 -0.1872
S 1.9745 -0.3908 0.3224
C 2.1423 -0.5499 2.1423
C 1.2967 0.4805 2.8611
S -0.4212 0.5286 2.2824
H -1.7202 -1.0493 3.5108
H -0.2512 -1.8027 2.9024
H -2.1855 -2.6806 1.5682
H -2.7553 -1.0375 1.2597
H 0.4570 -2.9416 1.3176
H 0.2124 -3.6121 -0.2982
H 2.6298 -2.6819 0.2292
H 1.8861 -2.1251 -1.2725
H 1.8793 -1.5671 2.4282
H 3.1994 -0.4007 2.3644
H 1.2849 0.3041 3.9383
H 1.6560 1.5002 2.6999
O 0.0367 0.7046 -2.0453
S 1.2311 0.1725 -2.9157
C 0.6481 -1.3569 -3.5810
C -0.7017 -1.5919 -3.8252
C -1.0696 -2.7989 -4.3941
C -0.1003 -3.7444 -4.7224
C 1.2433 -3.4973 -4.4765
C 1.6264 -2.2959 -3.8939
C 1.2657 1.2919 -4.2640
C 2.5242 1.6877 -4.6961
C 2.6140 2.5296 -5.7978
C 1.4592 2.9628 -6.4288
C 0.2011 2.5628 -5.9745
C 0.0939 1.7162 -4.8895
H -1.4491 -0.8505 -3.5730
H -2.1122 -3.0027 -4.5980
H -0.3986 -4.6778 -5.1811
H 1.9915 -4.2301 -4.7462
H 2.6774 -2.0799 -3.7278
H 3.4179 1.3511 -4.1851
H 3.5837 2.8466 -6.1557
H 1.5321 3.6168 -7.2877
H -0.6902 2.9023 -6.4849
H -0.8770 1.3771 -4.5474
C -3.3886 8.3623 -0.9900
C -3.9810 6.9917 -1.3548
C -4.7792 7.1385 -2.6544
C -4.9495 6.5966 -0.2255
C -2.8472 5.9080 -1.4971
O -2.1734 5.7272 -0.2565
C -1.8408 6.3253 -2.5784
C -0.5999 5.4883 -2.9127
C 0.3791 5.1442 -1.8182
C 0.8473 6.0672 -0.8841
C 1.7362 5.6996 0.1149
C 2.2004 4.3932 0.1749
Cl 3.3117 3.9058 1.4099
C 1.8047 3.4790 -0.7854
C 0.9014 3.8613 -1.7668
C -3.5176 4.5320 -1.7973
N -2.9115 3.4388 -1.0278
C -1.9930 2.5474 -1.3301
N -1.7058 1.8379 -0.2277
C -2.5564 2.3483 0.7226
N -3.2970 3.3049 0.2617
H -4.2068 9.0598 -0.8150
H -2.7762 8.7929 -1.7810
H -2.8071 8.3461 -0.0625
H -5.5896 7.8503 -2.4945
H -5.2433 6.1982 -2.9643
H -4.1788 7.5198 -3.4801
H -5.5510 7.4635 0.0460
H -4.4221 6.2606 0.6672
H -5.6580 5.8212 -0.5219
H -1.9809 6.5962 0.1140
H -1.5037 7.3248 -2.3025
H -2.3713 6.4514 -3.5241
H -0.0796 6.0753 -3.6759
H -0.8747 4.5564 -3.4233
H 0.5004 7.0934 -0.9180
H 2.0794 6.4229 0.8424
H 2.2555 2.4895 -0.7847
H 0.6479 3.1665 -2.5557
H -3.5056 4.2936 -2.8587
H -4.5466 4.5289 -1.4536
H -1.5186 2.4411 -2.2884
H -2.6146 2.0193 1.7446
```

## Properties
* LUMO level: -10.84 eV
* molar mass: 793.372 g mol⁻¹
* charge: +3
* HOMO-LUMO gap: 4.6 eV
* HOMO: -15.48 eV

Löwdin population analysis, charges in e, atoms 1 to 5: 0.610, -0.399, -0.409, 0.980, -0.376

---

Question: which arrangement is favored energetically? Ranking from most to least stable: <B>, <A>.

---

<A>
An isolated molecule of C3H6N4O2. Source: the OMol25 dataset; level of theory: wB97M-V/def2-TZVPD.

```
15
C3H6N4O2 | the OMol25 dataset | wB97M-V/def2-TZVPD
C 1.6905 -0.1264 0.0898
C -1.1426 1.1475 -0.2226
C -1.9065 -0.0907 0.2423
H 0.1084 -1.3530 0.0582
H 1.2896 -1.8171 -1.0708
H 3.3849 -0.8673 -0.3256
H 1.7544 1.5824 0.8060
H -1.7414 1.7846 -0.8864
H -3.7011 -0.7139 0.2581
N 0.8999 -1.0742 -0.4955
N 2.9555 -0.0851 0.2006
N 0.9990 0.9527 0.6651
N 0.0100 1.7029 -0.0188
O -3.1646 -0.0059 -0.1502
O -1.4360 -1.0367 0.8497
```

## Properties
* LUMO level: -0.24 eV
* molar mass: 130.107 g mol⁻¹
* charge: 0
* SMILES string: [H]/N=C(\N)N/N=C\C(=O)O
* HOMO-LUMO gap: 8.6 eV
* HOMO: -8.79 eV

Löwdin population analysis, charges in e, atoms 1 to 5: -0.568, -0.054, -0.484, 0.040, 0.107

---

<B>
A cluster of 2 separate species, C3H6N4O2 in total. Source: the OMol25 dataset; level of theory: wB97M-V/def2-TZVPD.

```
15
C3H6N4O2 | the OMol25 dataset | wB97M-V/def2-TZVPD
C 0.1622 2.1226 0.5211
C -0.1610 -0.9738 -0.4085
C -1.5356 -1.2915 -0.0019
N -0.3169 1.5984 -0.4907
N -0.9521 0.9615 -1.2180
N 0.6556 -0.5994 0.5300
N 1.9800 -0.4500 0.1120
O 2.4679 -1.3733 -0.5249
O 2.5587 0.5806 0.4314
H 0.9582 2.8631 0.3306
H -0.2102 2.0121 1.5551
H -0.0161 -1.2944 -1.4982
H -2.1974 -1.0190 -0.7205
H -1.9118 -0.7945 0.9576
H -1.4816 -2.3425 0.4250
```

## Properties
* LUMO level: -0.07 eV
* molar mass: 130.107 g mol⁻¹
* charge: 0
* HOMO-LUMO gap: 9.1 eV
* HOMO: -9.19 eV

Löwdin population analysis, charges in e, atoms 1 to 5: -0.029, -0.271, -0.102, -0.171, 0.210

---

Question: which arrangement is favored energetically? Ranking from most to least stable: <A>, <B>.

---

<A>
A cluster of 2 separate species, C2H3NOS in total. Source: the OMol25 dataset; level of theory: wB97M-V/def2-TZVPD.

```
8
C2H3NOS | the OMol25 dataset | wB97M-V/def2-TZVPD
C -0.6332 0.4068 -0.7565
C 0.5953 -0.1551 1.0429
N 0.8527 -0.3043 2.2705
O -0.9918 -0.0413 -3.1853
S -0.1345 -0.4213 -2.0090
H -1.2865 1.1808 -0.7338
H 1.4869 -0.2868 0.4604
H 0.1112 -0.3789 2.9108
```

## Properties
* LUMO level: -0.69 eV
* molar mass: 89.119 g mol⁻¹
* charge: 0
* HOMO-LUMO gap: 8.8 eV
* HOMO: -9.52 eV

Löwdin population analysis, charges in e, atoms 1 to 5: -0.299, -0.074, 0.086, -0.588, 0.839

---

<B>
A cluster of 2 separate species, C2H3NOS in total. Source: the OMol25 dataset; level of theory: wB97M-V/def2-TZVPD.

```
8
C2H3NOS | the OMol25 dataset | wB97M-V/def2-TZVPD
C 1.6728 0.5953 -0.2789
C -1.2602 -0.6697 0.3292
N 0.5593 1.1207 -0.3659
O -0.7479 -1.4455 -0.3886
S 3.0389 0.0828 0.1757
H -1.1642 -0.6264 1.5182
H -1.8690 0.0757 -0.1390
H -0.2296 0.8670 -0.8507
```

## Properties
* LUMO level: 0.61 eV
* molar mass: 89.119 g mol⁻¹
* charge: 0
* SMILES string: N=C=S.C=O
* HOMO-LUMO gap: 10.3 eV
* HOMO: -9.73 eV

Löwdin population analysis, charges in e, atoms 1 to 5: -0.875, -0.214, 0.108, 0.010, 0.767

---

Question: which arrangement is favored energetically? Ranking from most to least stable: <B>, <A>.

---

<A>
A structure of composition C2H3NOS. Source: the OMol25 dataset; level of theory: wB97M-V/def2-TZVPD.

```
8
C2H3NOS | the OMol25 dataset | wB97M-V/def2-TZVPD
C -2.4131 0.4583 -0.1950
C 1.3931 -0.1095 0.0998
N -2.7861 1.4243 0.2812
O -1.1689 -0.8881 -0.6745
S -0.0865 -1.1547 0.3685
H 1.6324 -0.1255 -0.9208
H 2.2603 -0.5468 0.5378
H 1.1688 0.9420 0.5029
```

## Properties
* LUMO level (alpha / beta): -2.10 / -1.85 eV
* molar mass: 89.119 g mol⁻¹
* charge: 0
* HOMO-LUMO gap (alpha / beta): 7.8 / 8.1 eV
* HOMO (alpha / beta): -9.92 / -9.94 eV

Löwdin population analysis, charges in e, atoms 1 to 5: -0.164, -0.319, 0.036, -0.573, 0.896

---

<B>
A structure of composition C2H3NOS. Source: the OMol25 dataset; level of theory: wB97M-V/def2-TZVPD.

```
8
C2H3NOS | the OMol25 dataset | wB97M-V/def2-TZVPD
C 1.3384 1.1830 0.1981
C -1.3792 -0.1763 -0.0509
H 2.1105 1.8239 -0.4288
H 0.2932 1.5511 0.7068
H -2.1261 -1.0077 0.1349
N 1.5535 -0.0478 -0.2339
O -1.7918 0.9445 -0.0899
S 0.2142 -0.9768 0.0663
```

## Properties
* LUMO level: -0.06 eV
* molar mass: 89.119 g mol⁻¹
* charge: 0
* HOMO-LUMO gap: 9.5 eV
* HOMO: -9.55 eV

Löwdin population analysis, charges in e, atoms 1 to 5: -0.139, -0.613, 0.105, 0.115, 0.085

---

<C>
An isolated molecule of C2H3NOS. Source: the OMol25 dataset; level of theory: wB97M-V/def2-TZVPD.

```
8
C2H3NOS | the OMol25 dataset | wB97M-V/def2-TZVPD
C 1.1812 -0.7216 -0.3738
C -0.8495 0.6849 0.2367
N -0.1311 -0.4588 -0.5653
O 2.3060 -0.4703 -0.6435
S 0.2355 -1.9213 0.4091
H -0.2279 0.7817 1.1129
H -0.7152 1.6136 -0.3424
H -1.7991 0.4918 0.1663
```

## Properties
* LUMO level: 0.30 eV
* molar mass: 89.119 g mol⁻¹
* charge: 0
* SMILES string: CN1SC1=O
* HOMO-LUMO gap: 9.6 eV
* HOMO: -9.30 eV

Löwdin population analysis, charges in e, atoms 1 to 5: -0.882, -0.026, -0.279, 0.096, 0.907

---

Question: which arrangement is favored energetically? Ranking from most to least stable: <C>, <B>, <A>.